Density functional theory data (wB97M-V/def2-TZVPD) for a 4-piece molecular cluster, C21H30BrINO8S3 overall in a non-equilibrium geometry.

Charge: +1
Orbital gap in eV: 6.6
M in g mol⁻¹: 727.479

Each atom is followed by the atoms it is bonded to, with distances in Å.
Cartesian coordinates (Å):
1 I 1.990 2.293 -0.735  C19 2.210
2 Br 1.811 -1.331 -6.052  C26 2.039
3 S -1.246 1.523 2.477  O10 1.448, O12 1.449, C23 1.782, C25 1.787
4 S 3.755 3.951 3.077  O8 1.448, O13 1.449, C22 1.787, C24 1.782
5 S -0.646 -4.829 -3.780  O6 1.449, O7 1.448, C18 1.782, C29 1.787
6 O -0.710 -5.795 -4.858  S5 1.449
7 O 0.541 -4.044 -3.512  S5 1.448
8 O 3.934 3.587 1.687  S4 1.448
9 O -4.006 0.807 -2.337  C30 1.362
10 O -0.059 2.308 2.745  S3 1.448
11 O -3.911 -0.467 -4.483  C30 1.501, H40 1.022
12 O -1.310 0.556 1.399  S3 1.449
13 O 3.695 5.330 3.516  S4 1.449
14 N 1.711 0.489 -3.482  C19 1.542, C26 1.538, C27 1.512
15 C -3.554 2.295 3.540  C25 1.528, C28 1.528, H46 1.094, H56 1.097
16 C -0.717 1.209 -2.243  C19 1.666, C35 1.672, H48 1.181
17 C -2.954 -4.057 -2.717  C21 1.528, C29 1.528, H45 1.097, H53 1.094
18 C -1.150 -5.623 -2.266  S5 1.782, C21 1.521, H41 1.094, H59 1.091
19 C 0.946 1.211 -2.355  I1 2.210, N14 1.542, C16 1.666
20 C 4.184 2.112 4.944  C22 1.528, C34 1.528, H55 1.094, H63 1.097
21 C -2.071 -4.612 -1.600  C17 1.528, C18 1.521, H38 1.094, H47 1.097
22 C 4.967 3.075 4.055  S4 1.787, C20 1.528, H51 1.093, H65 1.093
23 C -1.750 0.728 3.991  S3 1.782, C28 1.521, H52 1.094, H64 1.091
24 C 2.331 3.085 3.708  S4 1.782, C34 1.521, H54 1.091, H60 1.094
25 C -2.644 2.629 2.360  S3 1.787, C15 1.528, H49 1.093, H62 1.093
26 C 0.917 -0.285 -4.548  Br2 2.039, N14 1.538, C31 1.668
27 C 3.217 0.463 -3.604  N14 1.512, C33 1.673, H39 1.169, H58 1.194
28 C -2.671 1.740 4.657  C15 1.528, C23 1.521, H37 1.097, H57 1.094
29 C -2.044 -3.723 -3.898  S5 1.787, C17 1.528, H36 1.093, H61 1.093
30 C -3.265 0.273 -3.348  O9 1.362, O11 1.501, C35 1.643
31 C -0.749 -0.372 -4.557  C26 1.668, C35 1.653, H42 1.172
32 C 3.960 -2.385 -2.643  C33 1.428, H43 1.192
33 C 3.687 -1.043 -3.046  C27 1.673, C32 1.428
34 C 2.888 1.763 4.213  C20 1.528, C24 1.521, H44 1.097, H50 1.094
35 C -1.627 0.384 -3.377  C16 1.672, C30 1.643, C31 1.653
36 H -1.671 -2.697 -3.838  C29 1.093
37 H -2.080 2.551 5.099  C28 1.097
38 H -2.664 -5.071 -0.804  C21 1.094
39 H 3.787 1.280 -2.993  C27 1.169
40 H -4.871 -0.585 -4.153  O11 1.022
41 H -1.693 -6.535 -2.532  C18 1.094
42 H -1.328 -0.961 -5.389  C31 1.172
43 H 3.852 -3.571 -2.599  C32 1.192
44 H 3.108 1.100 3.368  C34 1.097
45 H -3.684 -4.818 -3.017  C17 1.097
46 H -4.115 3.175 3.868  C15 1.094
47 H -1.480 -3.800 -1.158  C21 1.097
48 H -1.320 1.766 -1.394  C16 1.181
49 H -3.151 2.472 1.404  C25 1.093
50 H 2.177 1.251 4.868  C34 1.094
51 H 5.543 3.792 4.647  C22 1.093
52 H -2.293 -0.184 3.725  C23 1.094
53 H -3.515 -3.176 -2.389  C17 1.094
54 H 1.587 2.964 2.919  C24 1.091
55 H 4.773 1.218 5.173  C20 1.094
56 H -4.284 1.533 3.240  C15 1.097
57 H -3.264 1.280 5.453  C28 1.094
58 H 3.612 0.570 -4.726  C27 1.194
59 H -0.274 -5.869 -1.663  C18 1.091
60 H 1.916 3.677 4.529  C24 1.094
61 H -2.551 -3.879 -4.853  C29 1.093
62 H -2.271 3.655 2.420  C25 1.093
63 H 3.945 2.600 5.897  C20 1.097
64 H -0.874 0.482 4.594  C23 1.091
65 H 5.631 2.539 3.371  C22 1.093

=====

Density functional theory data (wB97M-V/def2-TZVPD) for one molecule with the formula C21H30ClN3O3S.

SMILES string: CC[C@H](C(=O)N[C@H]1CCCCN(C(=O)c2sc(C)cc2Cl)CC1)N1CCCC1=O
Charge: 0
Orbital gap in eV: 9.3
ΔE to the lowest compared entry with this formula, charge and spin in kJ/mol: 18.4
M in g mol⁻¹: 440.009

Each atom is followed by the atoms it is bonded to, with distances in Å.
Cartesian coordinates (Å):
1 Cl -3.395 -1.420 0.062  C21 1.719
2 S -1.947 -4.766 2.177  C16 1.727, C17 1.718
3 O -0.284 0.191 -1.927  C23 1.223
4 O -1.415 -0.972 2.407  C28 1.221
5 O 1.112 3.913 0.420  C12 1.223
6 N 0.672 3.535 -1.801  C12 1.355, C14 1.458, C25 1.463
7 N 0.752 1.111 -0.133  C19 1.457, C23 1.345, H46 1.015
8 N 0.340 -2.363 2.209  C18 1.461, C20 1.464, C28 1.364
9 C -2.149 4.384 -1.284  C22 1.522, H30 1.090, H51 1.093, H52 1.092
10 C -3.982 -6.514 1.371  C17 1.495, H31 1.091, H34 1.091, H44 1.089
11 C 2.352 -0.729 -0.263  C19 1.527, C24 1.528, H41 1.095, H58 1.093
12 C 1.271 4.170 -0.765  O5 1.223, N6 1.355, C26 1.516
13 C -3.846 -4.056 0.648  C17 1.358, C21 1.421, H42 1.080
14 C 1.042 4.085 -3.100  N6 1.458, C15 1.531, H32 1.096, H39 1.090
15 C 2.318 4.876 -2.799  C14 1.531, C26 1.528, H50 1.091, H55 1.088
16 C -1.963 -3.117 1.664  S2 1.727, C21 1.364, C28 1.493
17 C -3.386 -5.144 1.318  S2 1.718, C10 1.495, C13 1.358
18 C 1.032 -3.465 1.545  N8 1.461, C27 1.530, H37 1.084, H53 1.094
19 C 1.120 -0.173 0.448  N7 1.457, C11 1.527, C29 1.525, H40 1.091
20 C 1.164 -1.298 2.782  N8 1.464, C29 1.541, H43 1.091, H45 1.088
21 C -3.035 -2.906 0.848  Cl1 1.719, C13 1.421, C16 1.364
22 C -1.577 3.055 -0.811  C9 1.522, C25 1.532, H56 1.093, H59 1.089
23 C 0.037 1.172 -1.271  O3 1.223, N7 1.345, C25 1.532
24 C 2.780 -2.131 0.167  C11 1.528, C27 1.536, H47 1.094, H54 1.092
25 C -0.423 2.571 -1.694  N6 1.463, C22 1.532, C23 1.532, H33 1.090
26 C 2.158 5.262 -1.330  C12 1.516, C15 1.528, H36 1.093, H38 1.087
27 C 1.642 -3.164 0.175  C18 1.530, C24 1.536, H35 1.094, H48 1.093
28 C -0.987 -2.069 2.087  O4 1.221, N8 1.364, C16 1.493
29 C 1.273 -0.003 1.955  C19 1.525, C20 1.541, H49 1.095, H57 1.089
30 H -2.995 4.684 -0.667  C9 1.090
31 H -3.278 -7.270 1.022  C10 1.091
32 H 0.242 4.731 -3.480  C14 1.096
33 H -0.802 2.438 -2.708  C25 1.090
34 H -4.282 -6.778 2.386  C10 1.091
35 H 0.853 -2.864 -0.521  C27 1.094
36 H 1.630 6.211 -1.207  C26 1.093
37 H 0.348 -4.298 1.434  C18 1.084
38 H 3.088 5.325 -0.769  C26 1.087
39 H 1.201 3.284 -3.821  C14 1.090
40 H 0.277 -0.837 0.248  C19 1.091
41 H 3.181 -0.028 -0.120  C11 1.095
42 H -4.733 -4.054 0.030  C13 1.080
43 H 0.741 -1.039 3.754  C20 1.091
44 H -4.865 -6.553 0.735  C10 1.089
45 H 2.146 -1.734 2.959  C20 1.088
46 H 0.922 1.973 0.375  N7 1.015
47 H 3.259 -2.104 1.150  C24 1.094
48 H 2.022 -4.122 -0.192  C27 1.093
49 H 2.235 0.472 2.177  C29 1.095
50 H 3.185 4.224 -2.918  C15 1.091
51 H -2.495 4.321 -2.319  C9 1.093
52 H -1.403 5.179 -1.225  C9 1.092
53 H 1.823 -3.798 2.224  C18 1.094
54 H 3.557 -2.463 -0.524  C24 1.092
55 H 2.442 5.727 -3.465  C15 1.088
56 H -2.344 2.277 -0.843  C22 1.093
57 H 0.487 0.672 2.289  C29 1.089
58 H 2.123 -0.745 -1.332  C11 1.093
59 H -1.244 3.135 0.223  C22 1.089

=====

> The highest orbital gap belongs to which entry?

C21H30ClN3O3S

=====

> What is the M in the first record?

727.479 g mol⁻¹

=====

> Which of these has the lowest orbital gap?

C21H30BrINO8S3